Model one:
20
Properties=species:S:1:pos:R:3 method="wB97M-V/def2-TZVPD" multiplicity=2 charge=+1 lumo_energy_ev="-3.29 / -8.60"
C -2.57 -0.94 1.54
H 1.93 -2.32 -1.47
H 0.73 -1.48 -1.76
O 0.97 2.11 1.04
H 2.84 0.79 -0.03
H -3.66 -0.99 1.54
H -1.20 1.57 0.19
C -0.51 0.87 -0.31
H -2.29 -0.05 2.11
H -0.16 -0.60 1.06
C 0.90 1.32 0.11
H -2.52 -1.72 2.31
H -0.72 0.89 -1.38
H -1.74 -2.20 -0.03
H 1.91 0.06 -1.28
N 1.94 0.67 -0.45
C -1.90 -1.14 0.20
N -0.60 -0.49 0.14
O 1.68 -1.50 -1.93
H -2.58 -0.77 -0.56

Model two:
20
Properties=species:S:1:pos:R:3 method="wB97M-V/def2-TZVPD" multiplicity=2 charge=+1 lumo_energy_ev="-3.89 / -8.93"
H -2.03 0.14 -1.02
C -0.20 0.55 1.79
H 0.43 -0.41 2.06
H -0.12 2.62 -0.52
H -0.96 -3.02 -0.68
H 2.40 -0.14 0.43
H 2.42 0.05 -1.09
N -0.55 0.77 0.36
O -1.66 -1.22 0.69
H -1.21 0.39 2.33
H 0.30 1.40 2.12
C 0.27 1.60 -0.49
H 0.04 1.24 -1.46
H 2.12 2.54 -0.96
C -1.38 -0.30 -0.05
C 1.80 1.85 -0.18
H 2.03 2.60 0.69
O -1.02 -3.32 -1.55
N 2.53 0.57 -0.26
H -0.79 -2.62 -2.14

Model three:
20
Properties=species:S:1:pos:R:3 method="wB97M-V/def2-TZVPD" multiplicity=2 charge=+1 lumo_energy_ev="-3.01 / -8.74"
O 0.39 2.60 -0.70
H 0.95 -2.03 1.68
H -0.46 -0.05 -1.75
H 0.93 2.18 -0.05
H -0.47 1.24 0.45
H -3.16 -0.57 -1.36
H 2.46 -1.21 1.75
C -0.93 -0.94 -1.33
H -2.14 -0.56 0.56
H -0.81 -1.67 0.69
C -2.37 -1.11 -1.89
C -1.13 -0.76 0.22
H -2.40 -0.90 -2.96
H -0.39 -1.83 -1.62
H 0.97 2.71 -1.47
O 1.94 0.91 0.95
H -2.68 -2.15 -1.80
N -0.23 0.28 0.73
N 1.48 -1.20 1.51
C 1.11 0.02 1.07

Energetically preferred structure: model three | next structure: +55.6 kJ/mol

Model one:
52
Properties=species:S:1:pos:R:3 method="wB97M-V/def2-TZVPD" multiplicity=2 charge=+2 lumo_energy_ev="-10.13 / -10.15"
C -1.12 -1.10 4.34
B -0.80 -0.89 1.78
H -1.14 3.46 0.44
H 3.84 -0.39 2.61
H 1.56 3.81 -3.56
O 3.55 -1.35 -2.24
C 2.55 0.30 0.96
H -2.17 -3.42 1.15
N -1.20 -1.67 0.51
H 3.33 3.74 -3.53
C -1.30 -1.99 -1.64
C 1.70 -0.92 2.57
O -0.93 2.21 -1.63
C -1.83 -2.83 0.32
H 2.41 4.36 -2.11
H -1.38 -2.11 6.27
C 2.34 2.25 -2.38
C 0.05 0.48 -4.23
N 2.79 -0.58 -1.82
O 1.57 -0.79 -1.60
H -2.98 3.28 2.45
C -1.35 -2.14 5.20
C 2.88 -0.34 2.13
N 0.09 0.47 -3.08
H -1.65 -4.30 4.65
N 0.73 -0.63 1.70
C -2.36 2.50 2.04
Cl 0.03 -1.27 -6.16
C -0.06 0.44 -5.67
Mo 0.09 0.69 -0.99
O 2.91 1.34 -3.01
C 2.44 3.64 -2.92
O 1.63 2.06 -1.30
O -1.73 1.17 -1.50
N -1.41 0.53 1.70
C -1.49 -3.28 4.36
H 3.18 0.90 0.32
N -0.87 1.40 0.81
Cl 1.27 1.35 -6.40
N -1.14 -1.60 3.06
N 1.24 0.11 0.69
C -1.91 -3.08 -1.05
H -1.16 -1.78 -2.69
H -2.90 0.66 3.19
N -0.87 -1.14 -0.70
C -1.44 2.60 1.02
C -2.31 1.17 2.44
H 1.50 -1.53 3.44
Cl -1.63 1.16 -6.06
N -1.31 -2.94 3.11
H -2.33 -3.94 -1.53
H -0.94 -0.06 4.55

Model two:
52
Properties=species:S:1:pos:R:3 method="wB97M-V/def2-TZVPD" multiplicity=2 charge=+2 lumo_energy_ev="-9.96 / -9.64"
N 0.43 0.76 1.32
C -3.81 0.71 -1.02
H -0.67 -3.98 0.44
C 0.74 0.92 3.53
C -0.21 -3.20 -0.14
C 4.86 0.73 -0.55
C 0.96 -2.04 -1.57
O 0.17 1.03 -2.87
N -2.20 -1.86 2.06
C -0.19 -0.06 3.26
H -1.97 -3.92 1.80
N -0.40 -1.89 0.11
H -4.19 -0.76 0.60
H 2.69 0.51 -3.56
N -2.19 -0.20 0.18
H 3.11 2.25 -3.65
N -1.59 0.64 -0.71
Cl 5.07 -1.01 -0.51
Cl 5.72 1.48 0.79
Cl 5.48 1.37 -2.09
H 1.63 -1.69 -2.34
B -1.28 -1.06 1.08
O 3.16 2.35 -0.21
H 2.06 1.51 -4.88
H 0.99 -4.25 -1.66
C -2.45 -3.10 2.29
C 2.34 1.51 -3.82
O -0.39 2.92 -1.12
C -2.58 1.18 -1.43
O 0.97 3.19 -2.92
N 2.41 0.28 -0.74
O 1.79 2.59 -0.31
H -0.74 -0.69 3.95
H -2.37 1.86 -2.24
H 1.79 2.19 2.03
N 0.33 -1.17 -0.78
Mo 0.57 0.96 -0.75
N -3.01 -1.02 2.89
C -3.48 -3.16 3.32
H -4.45 -1.40 4.34
C 1.10 1.81 -3.06
C -3.75 -1.80 3.62
H 1.10 1.23 4.49
C 1.09 1.41 2.28
N 0.07 3.70 -1.97
O -0.17 4.83 -2.09
C 3.37 1.06 -0.49
C 0.64 -3.34 -1.21
N -0.38 -0.15 1.93
C -3.52 -0.17 0.01
H -3.89 -4.05 3.78
H -4.78 0.96 -1.42

Energetically preferred structure: model one | next structure: +52.6 kJ/mol

Model one:
21
Properties=species:S:1:pos:R:3 method="wB97M-V/def2-TZVPD" charge=0 lumo_energy_ev=0.97
N 3.00 0.96 0.18
N -1.25 0.79 -0.91
H 2.67 1.87 0.49
N 0.70 0.56 0.43
H -0.78 -1.95 -1.48
H -0.76 -1.88 0.29
C -2.53 0.16 -0.64
H -0.17 -0.51 1.94
H 0.74 -2.11 -0.62
H -3.33 0.91 -0.72
H 0.59 0.14 -1.61
N 0.00 0.45 1.66
C 0.00 -0.06 -0.70
H 3.05 1.04 -0.84
H -2.75 -0.62 -1.37
H 0.48 0.96 2.40
H 2.21 -0.38 1.46
H -2.59 -0.26 0.37
H -1.12 1.54 -0.23
N 2.05 -0.04 0.51
C -0.22 -1.58 -0.62

Model two:
21
Properties=species:S:1:pos:R:3 method="wB97M-V/def2-TZVPD" charge=0 lumo_energy_ev="1.06 / 1.04"
H 2.95 -0.07 -1.31
N 0.12 1.39 0.06
C -1.53 -1.49 0.80
H 2.79 -0.05 1.64
H 1.32 -0.50 2.11
N 2.55 -0.81 -0.77
C -1.10 1.91 -0.51
H -1.19 2.93 -0.28
H -0.97 -1.68 1.70
N 1.82 0.05 1.45
H -1.98 -0.47 0.91
H -0.13 -2.15 -0.90
H 2.41 -1.61 -1.36
N 0.59 0.35 -0.65
H -0.03 1.05 1.01
H -2.00 1.39 -0.17
C -0.90 -1.42 -0.57
H -1.57 -0.94 -1.28
H -2.16 -2.24 0.78
N 1.55 -0.34 0.07
H -0.95 1.94 -1.64

Energetically preferred structure: model one | next structure: +415.9 kJ/mol